[1]
Entry from OMol25: a cluster of 8 separate species, C40H104N8O12 in total in a non-equilibrium geometry (ωB97M-V/def2-TZVPD).

Results
ΔE to the lowest compared entry with this formula, charge and spin: 0.0 kJ/mol
multiplicity: 2
LUMO (alpha / beta): -2.3 / -6.9 eV
HOMO-LUMO gap (alpha / beta): 7.12 / 2.55 eV
DFT total energy: -2926.56687 Ha
<S²>: 0.7547
molar mass: 889.32 g/mol
charge: +1

Cartesian coordinates (Å):
C -1.591 18.874 -9.375
O -0.723 19.860 -8.933
C 0.586 19.433 -8.616
C 1.662 20.593 -8.699
N 2.520 20.359 -9.787
C 2.078 20.563 -11.198
C 2.184 22.065 -11.599
O 1.711 22.338 -12.933
C 0.344 22.173 -13.320
H -2.379 19.425 -9.889
H -2.112 18.427 -8.528
H -1.204 18.228 -10.162
H 0.923 18.691 -9.340
H 0.630 19.078 -7.587
H 2.442 20.327 -7.985
H 1.347 21.635 -8.661
H 3.003 19.481 -9.655
H 1.047 20.248 -11.352
H 2.773 20.012 -11.832
H 3.266 22.190 -11.633
H 1.674 22.764 -10.936
H 0.016 21.134 -13.355
H 0.433 22.492 -14.359
H -0.329 22.735 -12.672
C 5.346 16.913 -15.634
O 4.837 17.715 -14.562
C 3.857 18.793 -14.775
C 2.472 18.260 -15.237
N 2.143 16.941 -14.756
C 1.752 16.744 -13.379
C 0.225 16.356 -13.239
O -0.126 16.527 -11.858
C -0.147 15.369 -10.963
H 6.219 17.331 -16.134
H 4.674 16.923 -16.492
H 5.908 16.029 -15.331
H 4.273 19.440 -15.548
H 3.781 19.467 -13.921
H 2.472 18.177 -16.323
H 1.659 18.897 -14.888
H 3.061 16.521 -14.754
H 2.036 17.566 -12.721
H 2.411 15.988 -12.951
H 0.164 15.314 -13.553
H -0.335 16.953 -13.960
H 0.876 15.045 -10.771
H -0.694 14.554 -11.438
H -0.613 15.516 -9.988
C -8.097 11.394 -6.242
O -7.685 10.545 -5.171
C -6.299 10.645 -4.768
C -6.101 10.056 -3.305
N -6.889 8.879 -3.113
C -6.851 8.476 -1.691
C -7.394 7.005 -1.289
O -6.611 6.505 -0.299
C -7.015 6.901 1.007
H -8.068 10.815 -7.165
H -7.582 12.354 -6.273
H -9.177 11.507 -6.142
H -5.996 11.692 -4.762
H -5.729 10.040 -5.473
H -6.388 10.797 -2.558
H -5.044 9.903 -3.088
H -7.734 9.207 -3.557
H -7.259 9.237 -1.025
H -5.780 8.471 -1.487
H -7.290 6.332 -2.141
H -8.442 7.160 -1.033
H -7.878 6.313 1.318
H -7.251 7.955 1.146
H -6.086 6.728 1.551
C -2.817 12.733 -2.384
O -1.688 13.640 -2.396
C -1.808 14.710 -1.436
C -0.646 15.814 -1.443
N -0.506 16.473 -0.144
C 0.199 15.659 0.850
C 0.631 16.456 2.050
O 1.799 17.260 1.803
C 2.528 17.741 2.988
H -3.132 12.662 -1.343
H -2.560 11.739 -2.750
H -3.738 12.949 -2.927
H -1.999 14.238 -0.472
H -2.691 15.326 -1.603
H -0.795 16.518 -2.262
H 0.301 15.329 -1.680
H -0.609 17.471 -0.022
H 1.126 15.236 0.462
H -0.498 14.900 1.208
H 0.866 15.773 2.867
H -0.131 17.154 2.395
H 1.849 18.175 3.722
H 3.137 18.591 2.679
H 3.130 16.987 3.497
C -0.525 11.819 -9.673
C 0.703 11.491 -8.868
C 2.119 11.586 -9.588
O 2.242 10.637 -10.639
C 2.650 9.314 -10.276
N 0.830 12.328 -7.715
H -1.435 11.971 -9.092
H -0.788 10.976 -10.312
H -0.343 12.761 -10.192
H 0.479 10.496 -8.483
H 2.912 11.421 -8.858
H 2.369 12.585 -9.946
H 2.975 8.736 -11.142
H 1.827 8.796 -9.783
H 3.346 9.086 -9.469
H -0.058 12.388 -7.238
H 1.592 12.074 -7.102
C -2.660 19.529 -2.214
C -1.925 20.127 -0.975
C -2.850 21.229 -0.319
O -2.514 21.504 1.087
C -3.539 22.173 1.764
N -1.697 19.038 0.006
H -2.881 20.349 -2.897
H -3.604 19.054 -1.945
H -1.992 18.868 -2.765
H -1.011 20.541 -1.399
H -3.832 20.759 -0.276
H -2.903 22.207 -0.796
H -3.483 21.887 2.815
H -4.488 21.717 1.481
H -3.485 23.255 1.651
H -1.176 19.413 0.786
H -2.611 18.754 0.328
C -1.729 7.000 -7.236
C -2.184 6.997 -5.852
C -2.796 8.290 -5.349
O -1.898 9.406 -5.460
C -2.514 10.643 -5.459
N -3.152 5.842 -5.893
H -1.071 6.136 -7.327
H -1.096 7.876 -7.372
H -2.516 7.017 -7.991
H -1.349 6.703 -5.215
H -3.094 8.257 -4.301
H -3.623 8.522 -6.021
H -1.743 11.322 -5.095
H -3.300 10.754 -4.713
H -2.855 10.898 -6.463
H -3.552 5.693 -4.978
H -3.868 6.089 -6.561
C -2.446 16.799 -5.696
C -2.003 15.390 -5.585
C -2.470 14.461 -6.765
O -3.888 14.481 -6.687
C -4.463 13.505 -7.623
N -0.627 15.373 -5.322
H -1.902 17.182 -6.560
H -2.212 17.401 -4.818
H -3.495 16.943 -5.958
H -2.569 15.117 -4.694
H -1.992 13.484 -6.699
H -2.078 14.960 -7.651
H -5.544 13.521 -7.483
H -4.209 12.491 -7.314
H -4.242 13.689 -8.675
H -0.369 16.080 -4.647
H -0.446 14.492 -4.864

[2]
Entry from OMol25: a structure of composition C19H20IIrN3O (ωB97M-V/def2-TZVPD).

Results
multiplicity: 5
LUMO (alpha / beta): -9.7 / -13.9 eV
HOMO-LUMO gap (alpha / beta): 8.12 / 3.02 eV
DFT total energy: -1376.40739 Ha
<S²>: 6.0139
molar mass: 625.51 g/mol
charge: +3

Cartesian coordinates (Å):
Ir -0.061 -0.298 -0.015
C 3.652 0.850 -2.175
C 3.314 2.060 -2.768
C 2.057 2.594 -2.489
C 1.176 1.881 -1.700
N 1.478 0.678 -1.180
C 2.727 0.196 -1.396
C -0.178 2.401 -1.375
C -0.656 3.609 -1.844
C -1.945 4.026 -1.519
C -2.712 3.197 -0.722
C -2.185 2.001 -0.290
N -0.945 1.610 -0.599
H 4.630 0.392 -2.327
H 4.024 2.613 -3.393
H 1.805 3.565 -2.891
H 2.934 -0.747 -0.911
H -0.052 4.277 -2.454
H -2.328 4.983 -1.867
H -3.702 3.483 -0.413
H -2.747 1.351 0.372
C 0.805 -1.291 4.249
C 0.933 0.232 4.351
C 0.204 0.709 3.111
O 0.443 -0.370 2.092
C 1.025 -1.561 2.772
H -0.221 -1.570 4.536
H 1.502 -1.825 4.888
H 1.982 0.547 4.325
H 0.481 0.621 5.259
H 0.611 1.638 2.728
H -0.877 0.768 3.250
H 2.085 -1.592 2.520
H 0.518 -2.439 2.360
I -4.976 -3.796 -0.892
C -2.971 -3.531 -1.118
C -2.190 -4.520 -1.731
C -0.848 -4.261 -1.893
C -0.323 -3.082 -1.393
N -1.055 -2.151 -0.749
C -2.363 -2.366 -0.627
H -2.633 -5.444 -2.084
H -0.193 -4.987 -2.366
H 0.732 -2.850 -1.492
H -2.954 -1.599 -0.143

[3]
Entry from OMol25: a cluster of 4 separate species, C24H51BrCl6FN5O3 in total in a non-equilibrium geometry (ωB97M-V/def2-TZVPD).

Results
LUMO: 0.3 eV
HOMO-LUMO gap: 9.12 eV
DFT total energy: -6879.42315 Ha
SMILES string: CC[C@@H](F)[C@](CNOC[C@H](C)CC(C)C)(CC(N)(N)N)O[C@@H](Br)N(C)C(C)=O.ClCCCl.ClCCCl.ClCCCl
molar mass: 769.32 g/mol

Cartesian coordinates (Å):
C -0.220 4.222 -2.876
C 0.138 2.808 -2.184
C -1.135 1.864 -2.179
F -1.344 1.510 -3.571
C -0.990 0.503 -1.341
C 0.386 -0.156 -1.814
N 1.554 0.162 -0.929
O 1.716 -0.788 0.050
C 2.931 -1.549 -0.221
C 2.574 -3.100 -0.534
C 1.950 -3.785 0.767
C 3.979 -3.808 -0.850
C 4.030 -4.566 -2.249
C 5.566 -4.873 -2.574
C 3.431 -3.740 -3.473
C -2.321 -0.325 -1.655
C -2.200 -1.754 -2.318
N -3.615 -2.244 -2.533
N -1.565 -1.812 -3.651
N -1.631 -2.753 -1.334
O -0.886 0.646 0.093
C -1.343 1.834 0.675
Br -3.348 2.085 0.644
N -0.998 1.703 2.141
C -1.878 0.726 2.835
C -0.971 3.012 2.791
C 0.479 3.634 3.061
O -1.946 3.658 3.186
H 0.705 4.892 -2.824
H -0.390 4.037 -3.990
H -1.092 4.744 -2.384
H 0.629 2.966 -1.178
H 0.943 2.358 -2.859
H -2.032 2.491 -1.899
H 0.391 -1.279 -1.885
H 0.695 0.219 -2.849
H 1.511 1.114 -0.560
H 3.506 -1.064 -1.066
H 3.573 -1.559 0.727
H 1.816 -3.200 -1.371
H 0.990 -3.243 1.039
H 2.710 -3.767 1.621
H 1.685 -4.873 0.602
H 4.799 -3.010 -0.835
H 4.210 -4.524 0.001
H 3.503 -5.563 -2.159
H 6.135 -3.891 -2.478
H 5.976 -5.671 -1.866
H 5.639 -5.306 -3.618
H 2.297 -3.816 -3.413
H 3.770 -2.661 -3.473
H 3.734 -4.259 -4.439
H -3.062 0.279 -2.292
H -2.872 -0.474 -0.663
H -3.925 -2.683 -1.656
H -4.244 -1.454 -2.712
H -0.832 -2.534 -3.701
H -1.117 -0.932 -3.924
H -1.497 -2.188 -0.478
H -0.712 -3.083 -1.644
H -0.840 2.797 0.367
H -1.237 0.248 3.657
H -2.207 -0.139 2.179
H -2.750 1.206 3.394
H 1.170 2.730 3.180
H 0.511 4.186 4.047
H 0.855 4.230 2.179
Cl -4.451 4.694 -3.057
C -4.382 3.802 -4.598
C -5.484 2.769 -4.713
Cl -5.255 1.415 -3.579
H -3.394 3.345 -4.680
H -4.483 4.540 -5.395
H -5.488 2.343 -5.718
H -6.465 3.205 -4.525
Cl 0.572 -4.424 4.677
C 1.925 -3.329 5.055
C 1.553 -1.874 4.863
Cl 1.313 -1.465 3.146
H 2.773 -3.613 4.431
H 2.194 -3.508 6.098
H 2.358 -1.235 5.231
H 0.641 -1.618 5.403
Cl -0.653 5.742 8.548
C -0.627 4.865 6.997
C -1.714 3.815 6.916
Cl -1.418 2.454 8.028
H 0.364 4.427 6.873
H -0.772 5.608 6.211
H -1.750 3.398 5.908
H -2.694 4.233 7.146

[4]
Entry from OMol25: a cluster of 2 separate species, C6H15O in total in a non-equilibrium geometry (ωB97M-V/def2-TZVPD).

Results
ΔE to the lowest compared entry with this formula, charge and spin: 16.0 kJ/mol
multiplicity: 2
LUMO (alpha / beta): 6.7 / 6.7 eV
HOMO-LUMO gap (alpha / beta): 2.09 / 6.58 eV
DFT total energy: -312.64277 Ha
<S²>: 0.7505
molar mass: 103.18 g/mol
charge: -2

Cartesian coordinates (Å):
C 1.180 1.985 -0.957
C 0.548 1.949 0.419
C 0.984 0.750 1.247
C 0.008 0.266 2.301
H 2.251 1.798 -0.841
H 1.060 2.946 -1.470
H 0.714 1.190 -1.561
H -0.540 1.807 0.308
H 0.656 2.837 1.063
H 1.980 0.873 1.669
H 1.030 -0.075 0.563
H -0.205 1.111 2.995
H 0.338 -0.625 2.887
H -0.937 0.061 1.740
C -0.757 -1.604 -1.708
O -0.371 -0.550 -0.853
C -1.519 -2.665 -0.891
H 0.103 -2.088 -2.192
H -1.436 -1.251 -2.557
H -2.108 -3.267 -1.606
H -2.188 -2.130 -0.198
H -0.792 -3.318 -0.360

[5]
Entry from OMol25: a cluster of 2 separate species, C15H18O2 in total in a non-equilibrium geometry (ωB97M-V/def2-TZVPD).

Results
ΔE to the lowest compared entry with this formula, charge and spin: 76.8 kJ/mol
LUMO: 0.6 eV
HOMO-LUMO gap: 8.82 eV
DFT total energy: -732.83707 Ha
SMILES string: CCc1ccc(O)cc1.Cc1ccc(O)cc1
molar mass: 230.31 g/mol

Cartesian coordinates (Å):
C -0.594 -1.951 -1.166
C -2.030 -2.329 -0.733
C -0.515 -0.543 -1.732
C -0.670 0.542 -0.889
C -0.312 -0.351 -3.093
C -0.577 1.847 -1.378
C -0.196 0.946 -3.585
C -0.364 2.018 -2.725
O -0.298 3.260 -3.305
H -0.049 -1.838 -0.223
H -0.015 -2.763 -1.590
H -2.225 -1.673 0.111
H -0.788 0.383 0.174
H -0.323 -1.166 -3.795
H -0.480 2.621 -0.631
H 0.123 1.157 -4.565
H -0.436 3.954 -2.645
H -2.015 -3.350 -0.331
H -2.767 -2.369 -1.532
C 2.276 -1.892 1.571
C 0.264 -0.858 2.670
C 1.440 -0.703 1.943
C -0.536 0.243 2.956
C 1.782 0.580 1.538
C -0.146 1.507 2.535
C 0.994 1.705 1.774
O -1.019 2.523 2.842
H -0.032 -1.825 3.062
H -1.548 0.139 3.327
H 2.384 -2.034 0.493
H 1.961 -2.787 2.100
H 2.771 0.751 1.124
H 1.368 2.672 1.461
H -0.752 3.319 2.377
H 3.325 -1.736 1.860

[6]
Entry from OMol25: a structure of composition C2H5INO2P in a non-equilibrium geometry (ωB97M-V/def2-TZVPD).

Results
ΔE to the lowest compared entry with this formula, charge and spin: 58.6 kJ/mol
LUMO: -0.6 eV
HOMO-LUMO gap: 8.97 eV
DFT total energy: -923.43274 Ha
molar mass: 232.95 g/mol

Cartesian coordinates (Å):
C 1.185 -0.412 0.074
C -0.800 1.055 -0.017
N -0.137 -0.279 -0.007
O 1.689 -1.528 0.097
O 1.932 0.737 -0.054
P -1.040 -1.710 0.067
I 3.836 0.365 -0.073
H -0.410 1.692 -0.862
H -1.820 1.053 -0.204
H -0.747 1.562 1.107
H -1.819 -1.042 0.963
H -1.868 -1.495 -1.091

[7]
Entry from OMol25: a structure of composition C35H29BBrClF4HfN5OPS in a non-equilibrium geometry (ωB97M-V/def2-TZVPD).

Results
ΔE to the lowest compared entry with this formula, charge and spin: 15.3 kJ/mol
LUMO: -5.9 eV
HOMO-LUMO gap: 7.32 eV
DFT total energy: -5946.20181 Ha
molar mass: 979.34 g/mol
charge: +2

Cartesian coordinates (Å):
Hf 0.216 -1.378 -0.229
Br -6.969 -1.547 2.181
C -5.157 -1.230 1.781
C -4.713 0.075 1.554
C -3.389 0.344 1.269
C -2.476 -0.705 1.188
O -1.184 -0.503 0.940
C -2.921 -2.029 1.386
C -2.039 -3.136 1.250
N -0.835 -3.125 0.756
C -0.179 -4.378 0.616
C -0.807 -5.588 0.456
C -0.041 -6.764 0.328
C 1.324 -6.718 0.355
C 1.991 -5.478 0.482
C 3.395 -5.350 0.537
C 3.947 -4.104 0.670
C 3.106 -2.984 0.676
N 1.787 -3.050 0.621
C 1.229 -4.296 0.581
C -4.268 -2.278 1.709
H -5.422 0.889 1.610
H -3.049 1.356 1.128
H -2.433 -4.087 1.603
H -1.882 -5.660 0.396
H -0.552 -7.707 0.202
H 1.911 -7.622 0.268
H 4.016 -6.234 0.478
H 5.015 -3.960 0.731
H 3.549 -1.998 0.700
H -4.605 -3.292 1.879
Cl -1.440 -0.276 -2.200
C -1.806 1.466 -2.350
C -2.797 1.733 -3.283
C -3.107 3.054 -3.560
C -2.420 4.078 -2.920
C -1.442 3.775 -1.995
C -1.116 2.450 -1.667
P 0.188 2.109 -0.451
C -0.402 2.908 1.077
C 0.430 2.859 2.201
C 0.021 3.373 3.419
C -1.237 3.948 3.539
C -2.067 4.014 2.432
C -1.654 3.500 1.210
C 1.544 3.157 -1.051
C 2.116 4.189 -0.315
C 3.209 4.881 -0.818
C 3.728 4.559 -2.063
C 3.141 3.549 -2.818
C 2.059 2.848 -2.311
H -3.300 0.924 -3.792
H -3.871 3.281 -4.290
H -2.646 5.110 -3.147
H -0.903 4.576 -1.504
H 1.436 2.460 2.109
H 0.686 3.340 4.272
H -1.560 4.354 4.486
H -3.040 4.477 2.514
H -2.315 3.575 0.358
H 1.710 4.470 0.648
H 3.642 5.688 -0.243
H 4.570 5.109 -2.460
H 3.519 3.318 -3.804
H 1.605 2.066 -2.909
N 1.442 -0.283 1.534
N 2.630 0.414 1.260
C 3.139 0.484 0.010
N 4.203 1.255 -0.161
S 2.510 -0.430 -1.264
H 0.738 0.378 1.875
H 1.620 -0.977 2.260
H 3.032 0.949 2.017
H 4.561 1.864 0.558
H 4.545 1.398 -1.099
F 0.541 -2.421 -1.903
B -0.960 -3.736 -2.874
F -1.828 -3.292 -1.952
F -0.329 -4.869 -2.651
F -0.892 -3.120 -4.028

What did the fourth record say?
Entry from OMol25: a cluster of 2 separate species, C6H15O in total in a non-equilibrium geometry (ωB97M-V/def2-TZVPD).

Results
ΔE to the lowest compared entry with this formula, charge and spin: 16.0 kJ/mol
multiplicity: 2
LUMO (alpha / beta): 6.7 / 6.7 eV
HOMO-LUMO gap (alpha / beta): 2.09 / 6.58 eV
DFT total energy: -312.64277 Ha
<S²>: 0.7505
molar mass: 103.18 g/mol
charge: -2

Cartesian coordinates (Å):
C 1.180 1.985 -0.957
C 0.548 1.949 0.419
C 0.984 0.750 1.247
C 0.008 0.266 2.301
H 2.251 1.798 -0.841
H 1.060 2.946 -1.470
H 0.714 1.190 -1.561
H -0.540 1.807 0.308
H 0.656 2.837 1.063
H 1.980 0.873 1.669
H 1.030 -0.075 0.563
H -0.205 1.111 2.995
H 0.338 -0.625 2.887
H -0.937 0.061 1.740
C -0.757 -1.604 -1.708
O -0.371 -0.550 -0.853
C -1.519 -2.665 -0.891
H 0.103 -2.088 -2.192
H -1.436 -1.251 -2.557
H -2.108 -3.267 -1.606
H -2.188 -2.130 -0.198
H -0.792 -3.318 -0.360